(1)
A cluster of 2 separate species, C15H18 in total, computed with ωB97M-V/def2-TZVPD.

```
! RIJCOSX wB97M-V def2-TZVPD def2/J DEFGRID3
* xyz 0 1
C -0.69041 1.59188 2.99780
C 0.81765 1.32790 3.02025
C 1.66649 1.61213 1.83218
C 3.05406 1.80346 1.95550
C 3.81051 1.83291 0.78232
C 3.23481 1.62368 -0.46931
C 1.86973 1.47705 -0.58612
C 1.08658 1.42959 0.57400
H -0.95858 2.61385 2.74027
H -1.07896 1.31286 3.97506
H -1.20799 1.03507 2.20930
H 1.18572 1.81499 3.93457
H 0.93241 0.25361 3.25614
H 3.41920 1.81550 2.96833
H 4.87520 1.99283 0.91428
H 4.01471 1.53139 -1.21590
H 1.34096 1.48613 -1.52893
H 0.02399 1.44237 0.41585
C -1.85966 -3.72500 -3.12210
C -1.92494 -2.48406 -2.26649
C -2.01889 -1.20763 -2.83075
C -2.16598 -0.09709 -2.02304
C -1.96119 -0.12643 -0.66030
C -1.62691 -1.39694 -0.13573
C -1.62400 -2.53969 -0.89645
H -2.73441 -3.79842 -3.76699
H -1.69491 -4.62275 -2.52804
H -0.97602 -3.60846 -3.75312
H -1.64305 -1.02252 -3.83181
H -2.18691 0.85763 -2.54820
H -2.04123 0.67187 0.05603
H -1.51019 -1.41436 0.93917
H -1.42781 -3.48333 -0.40775
*
```

Values from the calculation:
SMILES   CCc1ccccc1.Cc1ccccc1
Max |F|   2.38 eV Å⁻¹
HOMO energy   -8.85 eV
Energy relative to the best compared isomer or geometry (same formula, charge and spin)   19.6 kcal/mol

(2)
A cluster of 2 separate species, C15H18 in total, computed with ωB97M-V/def2-TZVPD.

```
! RIJCOSX wB97M-V def2-TZVPD def2/J DEFGRID3
* xyz 0 1
C 0.56969 2.71330 3.35894
C 0.14226 1.83509 2.18592
C 0.96526 0.56650 1.98271
C 1.99197 0.48174 1.08510
C 2.83777 -0.64176 1.16733
C 2.54150 -1.68709 1.98435
C 1.37006 -1.64786 2.77561
C 0.71993 -0.45915 2.96169
H 0.38673 2.13884 4.28452
H -0.04244 3.61755 3.39482
H 1.60759 3.02848 3.21894
H -0.93115 1.65221 2.29066
H 0.23958 2.40848 1.26093
H 2.02210 1.07044 0.17630
H 3.74427 -0.63824 0.56162
H 3.20025 -2.51939 2.15430
H 1.15552 -2.61122 3.25178
H -0.08464 -0.27960 3.65037
C -2.35780 -1.68322 -4.37715
C -1.85611 -0.84473 -3.24314
C -2.18913 -1.12095 -1.91643
C -1.66558 -0.33360 -0.91244
C -0.79645 0.73248 -1.19469
C -0.69007 1.17282 -2.50925
C -1.20088 0.34801 -3.52066
H -1.87906 -1.42870 -5.30949
H -3.44409 -1.71447 -4.50344
H -2.13745 -2.73852 -4.21941
H -2.82619 -1.98031 -1.70849
H -1.83202 -0.63327 0.12955
H -0.14849 1.09750 -0.42828
H -0.25898 2.12133 -2.77469
H -1.11629 0.61175 -4.60906
*
```

Values from the calculation:
SMILES   CCc1ccccc1.Cc1ccccc1
Max |F|   2.83 eV Å⁻¹
HOMO energy   -8.82 eV
Energy relative to the best compared isomer or geometry (same formula, charge and spin)   17.7 kcal/mol